# 1
Formula: C28H41CoF5N5S
Source: the OMol25 dataset
Level of theory: wB97M-V/def2-TZVPD

Properties
Energy above the lowest of the compared OMol25 structures with the same formula, charge and spin ... 0.561 eV
Kohn-Sham gap (spin up / spin down) ... 5.270 / 5.488 eV
Multiplicity ... 4
Charge ... -1

CARTESIAN COORDINATES (ANGSTROEM)
Co  0.27  -0.21  -0.21
C  -2.92  -1.36  1.43
C  -1.66  -1.55  2.27
N  -0.40  -1.78  1.56
C  0.68  -1.89  2.55
C  2.03  -1.51  1.96
N  1.97  -0.17  1.41
C  2.40  0.95  2.23
C  1.51  1.32  3.41
C  0.06  1.75  3.12
N  -0.38  1.60  1.74
C  -1.79  1.86  1.55
C  -2.22  1.51  0.13
N  -1.82  0.17  -0.28
C  -2.74  -0.94  -0.02
H  -3.56  -0.64  1.95
H  -3.50  -2.29  1.41
H  -1.84  -2.35  3.00
H  -1.49  -0.64  2.86
H  -0.44  -2.62  1.00
H  0.71  -2.89  3.01
H  0.45  -1.19  3.35
H  2.28  -2.19  1.14
H  2.82  -1.62  2.73
H  2.46  -0.15  0.51
H  2.49  1.81  1.56
H  3.42  0.78  2.63
H  2.02  2.15  3.91
H  1.52  0.50  4.14
H  -0.09  2.78  3.48
H  -0.62  1.14  3.73
H  0.19  2.16  1.11
H  -2.07  2.91  1.76
H  -2.34  1.25  2.27
H  -1.77  2.21  -0.58
H  -3.31  1.64  0.05
H  -1.70  0.15  -1.30
H  -2.37  -1.76  -0.62
H  -3.73  -0.69  -0.43
F  -3.96  2.54  -6.94
C  -3.43  1.66  -6.08
C  -2.74  2.08  -4.96
F  -2.59  3.40  -4.74
C  -2.20  1.16  -4.09
F  -1.55  1.66  -3.02
C  -2.33  -0.23  -4.24
S  -1.66  -1.37  -3.12
C  -3.04  -0.61  -5.39
F  -3.23  -1.91  -5.66
C  -3.58  0.29  -6.28
F  -4.26  -0.14  -7.36
C  2.37  3.39  -2.56
C  2.93  2.35  -1.59
C  4.03  2.95  -0.72
C  3.38  1.10  -2.32
C  4.48  1.16  -3.16
C  4.93  0.05  -3.86
C  4.24  -1.15  -3.71
C  3.14  -1.26  -2.88
C  2.41  -2.58  -2.77
C  1.79  -3.00  -4.10
C  3.31  -3.68  -2.21
C  2.67  -0.13  -2.14
N  1.61  -0.22  -1.32
H  1.99  4.27  -2.02
H  1.55  2.97  -3.14
H  3.14  3.73  -3.26
H  2.10  2.03  -0.94
H  4.84  3.36  -1.33
H  4.47  2.20  -0.06
H  3.65  3.77  -0.10
H  5.00  2.11  -3.28
H  5.79  0.12  -4.52
H  4.58  -2.02  -4.26
H  1.59  -2.41  -2.06
H  2.56  -3.15  -4.86
H  1.09  -2.24  -4.45
H  1.23  -3.94  -3.99
H  4.14  -3.90  -2.89
H  2.75  -4.61  -2.06
H  3.74  -3.39  -1.25

Atom charges from the Mulliken analysis, given in e for atoms 1 to 6: atom 1 (Co): 1.334, atom 2 (C): -1.058, atom 3 (C): -0.345, atom 4 (N): -0.195, atom 5 (C): -0.815, atom 6 (C): -0.992

***

# 2
Formula: C28H41F19N2O32S7Zr
Source: the OMol25 dataset
Level of theory: wB97M-V/def2-TZVPD

Properties
Kohn-Sham gap ... 7.192 eV
Charge ... 0

CARTESIAN COORDINATES (ANGSTROEM)
Zr  2.45  2.18  1.59
N  4.24  2.92  0.96
S  5.12  4.26  0.85
O  5.08  4.85  -0.48
O  6.09  4.68  1.85
F  3.80  5.09  1.43
S  5.80  2.18  0.35
O  6.59  1.67  1.47
O  6.37  2.63  -0.93
F  4.98  0.87  -0.10
N  1.87  1.11  -0.09
S  0.78  -0.24  -0.28
O  1.10  -1.25  -1.29
O  -0.60  0.02  0.11
F  1.30  -0.92  1.05
S  1.95  1.29  -1.66
O  0.89  2.12  -2.20
O  2.90  0.54  -2.48
F  2.96  2.45  -1.35
O  2.54  3.34  3.47
C  1.50  2.98  4.36
C  0.33  2.10  3.76
O  0.64  1.41  2.58
H  1.97  2.47  5.20
H  1.09  3.87  4.83
H  -0.47  2.80  3.54
H  -0.02  1.41  4.53
C  1.93  -5.11  5.89
C  1.82  -4.93  4.39
O  0.58  -4.20  4.23
C  0.32  -3.46  3.25
O  1.08  -3.32  2.30
C  -1.02  -2.60  3.47
F  -1.84  -3.09  4.33
F  -0.63  -1.38  3.89
F  -1.69  -2.46  2.31
H  2.13  -4.16  6.38
H  2.72  -5.86  6.00
H  1.05  -5.63  6.26
H  1.83  -5.88  3.85
H  2.61  -4.28  4.02
C  -5.45  2.40  -6.26
C  -4.10  3.01  -6.63
O  -3.44  3.32  -5.49
C  -2.16  3.81  -5.51
O  -1.43  3.88  -6.50
C  -1.67  4.29  -4.15
F  -1.08  5.47  -4.38
F  -2.70  4.46  -3.25
F  -0.82  3.45  -3.61
H  -5.88  2.06  -7.20
H  -6.12  3.12  -5.79
H  -5.37  1.49  -5.67
H  -4.20  3.94  -7.19
H  -3.47  2.32  -7.19
C  3.78  -1.16  6.13
C  2.92  -0.89  4.92
O  3.44  -1.57  3.84
C  3.72  -0.97  2.67
O  3.42  0.21  2.39
C  4.53  -1.92  1.73
F  5.80  -1.62  1.84
F  4.32  -3.22  2.02
F  4.17  -1.70  0.48
H  4.83  -1.05  5.84
H  3.78  -2.14  6.60
H  3.64  -0.43  6.92
H  3.01  0.19  4.80
H  1.88  -1.19  5.01
C  -2.61  4.99  0.99
C  -1.22  4.36  1.08
O  -0.53  4.89  -0.01
C  0.77  4.67  -0.23
O  1.42  3.83  0.42
C  1.29  5.54  -1.37
F  0.38  6.46  -1.70
F  2.36  6.04  -0.94
F  1.54  4.79  -2.48
H  -3.20  4.64  0.14
H  -2.45  6.06  0.82
H  -3.18  4.83  1.91
H  -1.20  3.27  1.05
H  -0.75  4.52  2.05
C  -1.89  -3.45  -1.93
C  -1.31  -4.17  -0.73
O  -2.06  -5.39  -0.60
C  -2.38  -5.94  0.58
O  -1.91  -5.55  1.68
C  -3.15  -7.30  0.40
F  -3.85  -7.27  -0.67
F  -2.20  -8.27  0.33
F  -3.94  -7.57  1.48
H  -2.03  -4.11  -2.79
H  -1.14  -2.72  -2.23
H  -2.86  -3.03  -1.66
H  -1.33  -3.56  0.17
H  -0.27  -4.46  -0.94
C  -3.59  1.21  1.17
C  -2.99  0.61  2.43
O  -3.43  1.38  3.54
S  -4.79  2.21  3.17
O  -4.89  3.54  3.74
O  -5.87  1.26  3.44
O  -4.45  2.27  1.58
H  -4.18  0.48  0.63
H  -2.82  1.69  0.57
H  -1.90  0.58  2.36
H  -3.24  -0.42  2.66
C  -5.28  -1.98  -3.17
C  -4.38  -1.65  -4.42
O  -3.64  -0.49  -4.05
S  -3.83  0.03  -2.48
O  -4.06  1.48  -2.44
O  -2.70  -0.51  -1.69
O  -5.14  -0.90  -2.23
H  -4.92  -2.83  -2.60
H  -6.31  -2.16  -3.49
H  -5.09  -1.46  -5.23
H  -3.72  -2.50  -4.58
C  2.79  -3.21  -4.74
C  3.10  -1.82  -5.21
O  4.48  -1.64  -5.28
S  5.27  -2.67  -4.30
O  5.28  -2.12  -2.95
O  6.53  -3.14  -4.82
O  4.07  -3.81  -4.42
H  2.27  -3.89  -5.42
H  2.23  -2.99  -3.83
H  2.73  -1.02  -4.56
H  2.69  -1.71  -6.22

Atom charges from the Mulliken analysis, given in e for atoms 1 to 6: atom 1 (Zr): 2.929, atom 2 (N): 0.017, atom 3 (S): 0.784, atom 4 (O): -0.508, atom 5 (O): -0.578, atom 6 (F): -0.349

***

# 3
Formula: C28H41I2NO8SSi
Source: the OMol25 dataset
Level of theory: wB97M-V/def2-TZVPD

Properties
Kohn-Sham gap ... 9.241 eV
Charge ... 0
SMILES ... CC(=O)OC[C@@]1(CC(=O)I)[C@](C[C@@H](C)OCc2ccccc2)(OC#N)[C@@](S)(C[C@@H](C)I)O[C@@]1(O)CCO[Si](C)(C)C

CARTESIAN COORDINATES (ANGSTROEM)
C  2.75  -4.37  0.00
C  2.65  -3.28  1.03
O  3.60  -2.77  1.55
O  1.39  -2.93  1.41
C  0.51  -2.47  0.39
C  -0.37  -1.36  0.97
C  -0.74  -1.73  2.43
C  0.15  -1.46  3.63
O  1.10  -2.06  3.98
I  -0.64  0.05  5.01
C  -1.74  -1.20  0.11
O  -2.86  -0.87  0.90
C  -2.14  -2.34  -0.86
C  -3.63  -2.39  -1.13
O  -4.03  -1.26  -1.87
Si  -5.35  -0.32  -1.48
C  -4.76  1.30  -0.79
C  -6.56  -1.19  -0.34
C  -6.22  0.06  -3.09
O  -1.56  -0.01  -0.64
C  -0.22  0.44  -0.66
S  -0.27  2.30  -0.67
C  0.38  0.05  -2.08
C  1.49  -0.90  -2.60
C  2.88  -0.92  -2.00
I  0.88  -2.93  -3.06
C  0.30  0.01  0.73
C  1.84  0.15  0.75
C  2.51  0.98  1.84
C  2.70  0.31  3.19
O  3.82  1.20  1.24
C  4.40  2.46  1.56
C  3.96  3.53  0.60
C  2.81  4.27  0.82
C  2.39  5.21  -0.11
C  3.12  5.43  -1.26
C  4.28  4.70  -1.48
C  4.69  3.77  -0.56
O  -0.13  0.90  1.82
C  -1.32  1.41  1.90
N  -2.35  1.88  2.10
H  1.84  -4.53  -0.55
H  3.55  -4.10  -0.69
H  3.05  -5.28  0.51
H  1.09  -2.10  -0.45
H  -0.08  -3.30  0.02
H  -1.70  -1.31  2.71
H  -0.86  -2.82  2.45
H  -3.11  -1.62  1.45
H  -1.83  -3.33  -0.53
H  -1.69  -2.11  -1.83
H  -3.80  -3.29  -1.74
H  -4.21  -2.54  -0.21
H  -4.26  1.22  0.17
H  -4.02  1.67  -1.51
H  -5.57  2.03  -0.75
H  -6.90  -2.15  -0.71
H  -7.42  -0.52  -0.23
H  -6.14  -1.31  0.66
H  -5.52  0.47  -3.81
H  -6.99  0.80  -2.89
H  -6.70  -0.82  -3.52
H  -1.48  2.35  -1.23
H  0.67  0.99  -2.52
H  -0.52  -0.22  -2.63
H  1.62  -0.56  -3.62
H  3.19  0.09  -1.72
H  3.00  -1.59  -1.15
H  3.58  -1.26  -2.76
H  2.09  0.70  -0.15
H  2.36  -0.80  0.69
H  2.04  1.96  1.93
H  3.65  0.66  3.61
H  2.80  -0.76  3.07
H  1.92  0.57  3.90
H  4.18  2.74  2.59
H  5.48  2.31  1.48
H  2.23  4.13  1.72
H  1.48  5.77  0.07
H  2.78  6.15  -1.99
H  4.87  4.87  -2.37
H  5.60  3.19  -0.73

Atom charges from the Mulliken analysis, given in e for atoms 1 to 6: atom 1 (C): -1.014, atom 2 (C): 0.703, atom 3 (O): -0.489, atom 4 (O): -0.306, atom 5 (C): -0.399, atom 6 (C): 2.076